A 2-piece molecular cluster, C6H14P overall in a non-equilibrium geometry. Source: the OMol25 dataset; level of theory: the ωB97M-V functional and the def2-TZVPD basis.

The value obtained for the highest occupied orbital energy is -11.69 eV. As for the net charge: +1. Its HOMO-LUMO gap is 3.90 eV. The total energy is -15727.181 eV. Its energy relative to the best compared isomer or geometry (same formula, charge and spin) is 4.7562 eV.

Cartesian coordinates (Å):
C  -0.8238  0.6965  -1.9023
C  -0.6881  1.9814  -1.5469
C  -1.7602  2.7478  -0.8185
C  0.6570  2.6833  -1.7702
C  0.0584  -3.8877  2.3045
C  1.8205  -1.8368  1.5059
P  -0.0224  -2.3227  1.3634
H  -0.1986  0.1004  -2.6391
H  -1.7449  0.1009  -1.5937
H  -1.4441  3.4438  -0.0743
H  -2.5109  2.0354  -0.4567
H  -2.3998  3.4701  -1.4657
H  0.9536  3.0355  -0.7745
H  0.4731  3.5072  -2.4266
H  1.3278  1.9227  -2.2602
H  -0.5998  -3.6087  3.2692
H  0.9942  -4.2297  2.6229
H  -0.5409  -4.7101  1.8092
H  2.4466  -2.5629  1.1795
H  1.9138  -1.6776  2.6667
H  2.0885  -0.8886  1.0075

---

A 2-piece molecular cluster, C5H14IN2O overall in a non-equilibrium geometry. Source: the OMol25 dataset; level of theory: the ωB97M-V functional and the def2-TZVPD basis.

The value obtained for the highest occupied orbital energy is -12.30 eV. As for the net charge: +1. Its HOMO-LUMO gap is 8.03 eV. The total energy is -18531.430 eV. Its energy relative to the best compared isomer or geometry (same formula, charge and spin) is 0.3236 eV.

Cartesian coordinates (Å):
C  0.3920  -2.6362  1.9475
C  0.2938  -0.1917  2.2686
C  -0.4756  0.5679  -2.7783
C  -0.4523  -1.1681  0.3182
C  -0.2532  2.2114  -1.0468
N  -0.0620  -1.3399  1.5193
N  0.1175  0.8532  -1.5446
O  0.5785  2.6154  -0.0412
I  -0.5839  -2.7603  -1.0780
H  -0.3223  -3.3703  2.3833
H  0.9280  -3.1261  1.1946
H  1.0564  -2.4033  2.7871
H  0.3298  0.6755  1.6033
H  -0.4007  0.1800  2.9628
H  1.1787  -0.4958  2.8355
H  -0.4941  -0.5106  -2.8783
H  -1.5350  0.9102  -2.6225
H  0.0170  1.0873  -3.6042
H  -1.2986  2.1267  -0.7137
H  -0.3138  2.9397  -1.9536
H  -0.6943  -0.2042  -0.1102
H  1.1502  0.5591  -1.4146
H  0.8439  3.4801  -0.0344

---

C5H8 as an isolated structure in a non-equilibrium geometry. Source: the OMol25 dataset; level of theory: the ωB97M-V functional and the def2-TZVPD basis.

The value obtained for the highest occupied orbital energy is -8.53 eV. As for the net charge: 0. Its HOMO-LUMO gap is 9.66 eV. The total energy is -5311.784 eV. Its energy relative to the best compared isomer or geometry (same formula, charge and spin) is 2.3826 eV.

Cartesian coordinates (Å):
C  1.2047  0.0804  0.0587
C  -0.0112  -0.7620  -1.2084
C  -1.2018  -0.4693  -0.4031
C  -0.9751  0.1890  0.7426
C  0.2963  0.9986  0.8360
H  1.9853  0.4832  -0.5642
H  1.5994  -0.6781  0.7738
H  -0.2483  -0.7992  -2.3207
H  0.5029  -1.6886  -1.0087
H  -2.2256  -0.6555  -0.7338
H  -1.6412  0.1093  1.5876
H  0.1729  1.9810  0.3492
H  0.5417  1.2112  1.8911

---

C39H52BBrEuN9O2 as an isolated structure in a non-equilibrium geometry. Source: the OMol25 dataset; level of theory: the ωB97M-V functional and the def2-TZVPD basis.

The value obtained for the highest occupied orbital energy (alpha / beta) is -2.55 / -3.90 eV. As for the net charge: -1. Its spin multiplicity is 8. Its HOMO-LUMO gap (alpha / beta) is 5.06 / 6.41 eV. The total energy is -148847.635 eV. Its energy relative to the best compared isomer or geometry (same formula, charge and spin) is 0.0000 eV. As for the expectation value of S²: 15.760.

Cartesian coordinates (Å):
Eu  0.3067  0.3799  0.5154
C  -0.0590  -2.8033  -4.3195
C  0.7335  -2.3460  -3.1492
C  1.9677  -2.8063  -2.7528
C  2.2844  -2.0843  -1.5987
N  1.2869  -1.2479  -1.3030
N  0.3479  -1.4026  -2.2670
B  -0.9168  -0.5482  -2.4337
N  -0.5270  0.9518  -2.4373
N  0.5561  1.4068  -1.7615
C  0.8672  2.6067  -2.2566
C  -0.0477  2.9500  -3.2540
C  -0.9085  1.8744  -3.3486
C  -2.0635  1.7546  -4.2755
C  2.0860  3.3676  -1.8067
C  1.8359  3.9615  -0.4169
C  3.2690  2.3936  -1.7474
C  2.3922  4.4947  -2.7972
N  -1.9606  -0.9757  -1.3764
N  -1.7450  -1.0576  -0.0367
C  -2.8741  -1.5245  0.5104
C  -3.8132  -1.7735  -0.4935
C  -3.2018  -1.4116  -1.6741
C  -3.8152  -1.4314  -3.0275
C  -3.1840  -1.7279  1.9730
C  -3.4397  -3.2203  2.2266
C  -2.0674  -1.2489  2.9040
C  -4.4538  -0.9181  2.2905
C  3.5700  -2.2701  -0.8378
C  3.8333  -1.1096  0.1179
C  4.7264  -2.3388  -1.8447
C  3.5002  -3.6085  -0.0884
H  0.4668  -3.6182  -4.8090
H  -0.1958  -1.9952  -5.0357
H  -1.0381  -3.1556  -4.0023
H  2.5550  -3.5579  -3.2350
H  -1.3804  -0.7829  -3.4914
H  -0.0851  3.8427  -3.8442
H  -2.0486  2.5897  -4.9714
H  -3.0014  1.7854  -3.7224
H  -2.0249  0.8287  -4.8456
H  1.7064  3.1590  0.3129
H  0.9398  4.5790  -0.4272
H  2.6829  4.5743  -0.1153
H  3.0385  1.5901  -1.0464
H  4.1673  2.9076  -1.4110
H  3.4543  1.9628  -2.7311
H  1.5822  5.2180  -2.8172
H  2.5293  4.1003  -3.8020
H  3.3012  5.0149  -2.5044
H  -4.8095  -2.1473  -0.3741
H  -4.8346  -1.7964  -2.9414
H  -3.2696  -2.0756  -3.7143
H  -3.8399  -0.4288  -3.4473
H  -2.5518  -3.7948  1.9786
H  -4.2627  -3.5892  1.6227
H  -3.6748  -3.3866  3.2750
H  -1.3000  -2.0093  3.0304
H  -2.4923  -1.0337  3.8825
H  -1.6114  -0.3332  2.5072
H  -5.3096  -1.2906  1.7349
H  -4.3042  0.1301  2.0384
H  -4.6862  -0.9897  3.3522
H  4.1897  -0.2438  -0.4382
H  4.5921  -1.3776  0.8502
H  2.9245  -0.8199  0.6408
H  4.7370  -1.4558  -2.4790
H  4.6421  -3.2160  -2.4793
H  5.6743  -2.3893  -1.3163
H  2.7633  -3.5771  0.7048
H  4.4684  -3.8496  0.3436
H  3.2178  -4.4090  -0.7689
Br  -2.5825  2.1062  3.8569
C  -0.8492  1.6496  4.4735
C  -0.6195  1.6093  5.8421
C  0.6637  1.3173  6.2727
C  1.6453  1.0920  5.3216
C  1.2937  1.1289  3.9780
N  0.0582  1.3906  3.5545
C  2.3068  0.7467  2.9109
O  3.2621  0.0532  3.2843
O  2.0390  1.0922  1.7356
H  -1.4272  1.7959  6.5302
H  0.8877  1.2649  7.3282
H  2.6706  0.8710  5.5735
C  -2.9741  4.4781  -0.0641
C  -1.8677  4.6066  0.7549
C  -1.0982  3.4996  1.0824
C  -1.3700  2.1938  0.6172
C  -2.5341  2.1233  -0.1819
C  -3.3160  3.2171  -0.5155
H  -3.5684  5.3447  -0.3287
H  -1.5841  5.5842  1.1264
H  -0.2488  3.6652  1.7472
H  -2.8763  1.1618  -0.5532
H  -4.1851  3.0799  -1.1495
N  1.9099  -2.2202  2.7575
C  1.7806  -3.4820  3.1866
C  0.7769  -4.0663  2.4397
C  0.3550  -3.0575  1.5691
N  1.0423  -1.9383  1.7768
H  2.5999  -1.5194  3.0579
H  2.4002  -3.8734  3.9686
H  0.4090  -5.0688  2.5068
H  -0.3977  -3.0923  0.8028

---

One molecule with the formula C4H8O3. Source: the OMol25 dataset; level of theory: the ωB97M-V functional and the def2-TZVPD basis.

The value obtained for the highest occupied orbital energy is -10.51 eV. As for the net charge: 0. Its HOMO-LUMO gap is 11.37 eV. The total energy is -10419.987 eV. Its energy relative to the best compared isomer or geometry (same formula, charge and spin) is 1.0162 eV. As for the structure (SMILES): COC(=O)CCO.

Cartesian coordinates (Å):
C  -2.8322  0.1665  -0.0765
O  -1.5504  0.0531  0.5461
C  -0.5134  -0.1300  -0.2886
O  -0.5855  -0.0356  -1.4925
C  0.7422  -0.4945  0.4494
C  1.9671  0.1786  -0.1677
O  2.9085  0.3523  0.8734
H  -3.2936  -0.8253  -0.0745
H  -3.4240  0.8589  0.5229
H  -2.7317  0.5275  -1.1012
H  0.6690  -0.2302  1.5057
H  0.8157  -1.5865  0.3962
H  2.3699  -0.4353  -0.9833
H  1.6727  1.1450  -0.6019
H  3.7858  0.4554  0.4925

---

One molecule with the formula C4H4F2N2 in a non-equilibrium geometry. Source: the OMol25 dataset; level of theory: the ωB97M-V functional and the def2-TZVPD basis.

The value obtained for the highest occupied orbital energy is -8.96 eV. As for the net charge: 0. Its HOMO-LUMO gap is 8.79 eV. The total energy is -12622.985 eV. Its energy relative to the best compared isomer or geometry (same formula, charge and spin) is 4.7303 eV. As for the structure (SMILES): C#C/C(=N/N)C(F)F.

Cartesian coordinates (Å):
C  -0.2044  2.5066  1.4422
C  0.0266  1.5012  0.7861
C  0.0838  0.3949  -0.0693
N  0.7415  0.3065  -1.2378
N  0.5807  -0.9021  -1.8631
C  -0.5899  -0.7074  0.4682
F  -1.2641  -0.3467  1.5612
F  0.3409  -1.5937  1.0864
H  -0.1834  3.2350  2.3841
H  0.4241  -1.8598  -1.4678
H  1.2680  -1.1319  -2.6955
H  -1.2237  -1.4025  -0.3946

---

C25H27BN6PS2Zn as an isolated structure. Source: the OMol25 dataset; level of theory: the ωB97M-V functional and the def2-TZVPD basis.

The value obtained for the highest occupied orbital energy is -10.90 eV. As for the net charge: +1. Its HOMO-LUMO gap is 8.57 eV. The total energy is -115357.355 eV.

Cartesian coordinates (Å):
Zn  -0.1575  -0.4100  0.4419
C  -1.8837  2.9320  2.4085
N  -1.2541  1.9358  3.2653
C  -1.7222  1.5246  4.4984
C  -0.8722  0.5710  4.9304
N  0.1046  0.3968  3.9725
B  1.2515  -0.6522  4.0589
N  0.7185  -2.0882  3.5922
C  1.3721  -3.2140  4.0567
C  0.7340  -4.3056  3.5906
N  -0.3134  -3.8449  2.8197
C  -1.3264  -4.6969  2.2057
C  -0.3081  -2.4828  2.8326
S  -1.5081  -1.5523  1.9804
C  -0.1440  1.2348  2.9588
S  0.7551  1.4304  1.4892
H  -2.5759  3.5160  3.0089
H  -2.4277  2.4476  1.5986
H  -1.1277  3.5813  1.9773
H  -2.6036  1.9474  4.9499
H  -0.8708  0.0080  5.8477
H  1.5600  -0.7761  5.2201
H  2.1685  -0.3320  3.3525
H  2.2351  -3.1299  4.6948
H  0.9211  -5.3565  3.7356
H  -0.8769  -5.6596  1.9739
H  -1.6908  -4.2289  1.2974
H  -2.1661  -4.8454  2.8830
N  1.0879  -0.1396  -2.3473
P  -0.4339  0.5878  -1.9803
C  -1.1403  0.6519  -3.6541
C  -0.5095  1.4006  -4.6509
C  -1.0331  1.4194  -5.9331
C  -2.1965  0.7111  -6.2214
C  -2.8327  -0.0181  -5.2296
C  -2.3035  -0.0511  -3.9459
C  -0.0020  2.3364  -1.6884
C  1.3041  2.7803  -1.5288
C  1.5578  4.1245  -1.2774
C  0.5084  5.0256  -1.1835
C  -0.8014  4.5843  -1.3380
C  -1.0560  3.2446  -1.5867
C  1.7148  -1.1691  -1.6811
C  2.8964  -1.7256  -2.1859
C  3.4566  -2.7965  -1.5355
C  2.8414  -3.3165  -0.3926
C  1.7091  -2.6985  0.0608
N  1.1559  -1.6320  -0.5571
H  1.5242  0.1320  -3.2158
H  0.3729  1.9917  -4.4259
H  -0.5425  1.9998  -6.7048
H  -2.6096  0.7374  -7.2213
H  -3.7411  -0.5623  -5.4522
H  -2.7977  -0.6304  -3.1737
H  2.1311  2.0810  -1.5784
H  2.5790  4.4621  -1.1489
H  0.7065  6.0718  -0.9866
H  -1.6236  5.2864  -1.2712
H  -2.0808  2.9059  -1.7080
H  3.3464  -1.3047  -3.0767
H  4.3724  -3.2342  -1.9113
H  3.2435  -4.1697  0.1342
H  1.2047  -3.0367  0.9561

---

CH2OS3 as an isolated structure in a non-equilibrium geometry. Source: the OMol25 dataset; level of theory: the ωB97M-V functional and the def2-TZVPD basis.

The value obtained for the highest occupied orbital energy is -9.00 eV. As for the net charge: 0. Its HOMO-LUMO gap is 7.99 eV. The total energy is -35619.527 eV. Its energy relative to the best compared isomer or geometry (same formula, charge and spin) is 1.5085 eV.

Cartesian coordinates (Å):
C  -2.5734  -0.8385  -0.2258
O  -3.6323  1.1174  1.1336
S  -3.2300  0.0814  -1.5616
S  -2.2985  -2.2361  0.4676
S  -2.4728  0.9084  0.3237
H  -0.6062  0.3636  1.5371
H  -0.2212  -0.2184  1.9068